[1]
# C13H24N2O4

2 unconnected molecules or ions with the total composition C13H24N2O4 (wB97M-V/def2-TZVPD, the Open Molecules 2025 dataset).

Values from the calculation:
SMILES = CNC(=O)[C@H](C)NC(C)=O.O=C(O)CC1CCCC1
relative energy (zero: lowest compared OMol25 entry of this formula, charge and spin) = 0.0 kcal/mol
orbital gap = 9.8 eV
largest force on an atom = 2.06 eV/A
E_HOMO = -0.34948 Eh
LUMO = 0.0115 Eh

Structure (XYZ):
```
43
Properties=species:S:1:pos:R:3:forces:R:3:lowdin_charge:R:1
O -0.8135 2.7640 -0.8681 0.2 -0.3 -0.4 0.05
O 1.3443 -1.6834 5.9095 -1.0 -0.7 -0.3 0.08
O -0.5576 -2.5568 5.0540 0.4 0.4 -0.2 0.11
O 0.0811 2.8302 -5.4733 0.1 0.1 0.0 0.04
N -2.2453 1.1380 -0.4292 -0.9 -1.1 0.3 0.03
N -0.3626 1.9808 -3.4758 -0.6 -0.1 2.0 0.11
C 0.4265 -0.5143 4.0738 -0.8 -0.7 -0.3 -0.07
C 0.6258 -1.0267 2.6353 -0.3 0.0 0.3 -0.30
C 0.2680 -0.0193 -2.2337 -0.3 0.0 0.3 -0.02
C 0.4412 -1.6480 5.0935 1.6 1.2 0.6 -0.51
C -0.8526 0.9963 -2.5078 0.3 -0.1 -0.4 -0.26
C -0.3961 1.9270 -4.8054 0.0 0.2 -1.7 -0.55
C -2.9752 -0.1086 -0.6614 0.2 0.3 -0.2 -0.06
C 2.6778 -0.9748 1.2862 0.3 -0.1 -0.2 -0.19
C 0.5857 0.1339 1.6342 -0.1 0.3 -0.1 -0.17
C 2.0021 -1.6923 2.4489 0.2 -0.4 0.1 -0.15
C -1.0403 0.7444 -5.5033 0.1 0.2 0.3 0.00
C 2.0353 0.4011 1.2578 0.1 0.2 -0.2 -0.19
C -1.3124 1.6964 -1.2076 0.9 1.2 -0.3 -0.46
H 1.9003 -2.7626 2.2436 0.1 0.1 0.2 0.12
H -3.6393 -0.3062 0.1820 0.2 0.1 -0.1 0.09
H 2.6191 -1.5779 3.3466 -0.2 -0.1 0.0 0.12
H 0.5683 -0.5112 -3.1580 0.0 0.1 0.0 0.08
H 2.1282 0.8813 0.2793 0.0 0.1 0.2 0.10
H 2.4666 -1.5024 0.3502 0.1 0.1 0.0 0.11
H 1.2096 0.2082 4.3239 -0.1 -0.3 0.2 0.13
H 1.1339 0.4906 -1.8116 0.0 0.0 0.0 0.08
H 0.0435 2.8202 -3.0858 0.0 0.0 0.1 0.15
H 3.7633 -0.9163 1.4150 -0.1 -0.1 -0.1 0.11
H -0.9239 0.8720 -6.5789 0.0 0.1 0.2 0.09
H -2.2839 -0.9471 -0.7606 -0.1 -0.1 0.0 0.08
H -0.0758 -0.7798 -1.5342 0.1 -0.1 0.1 0.07
H -2.4725 1.6714 0.3973 0.1 0.0 -0.1 0.15
H -0.5511 -0.1772 -5.1979 -0.1 -0.2 0.0 0.07
H -0.3614 -3.1719 5.7775 -0.1 -0.1 0.0 0.13
H -1.7074 0.4717 -2.9304 -0.1 0.0 -0.1 0.12
H -2.0996 0.7131 -5.2579 -0.1 -0.2 0.0 0.08
H 0.0276 -0.1766 0.7477 0.0 0.1 0.0 0.09
H -3.5801 -0.0261 -1.5663 -0.1 -0.2 0.0 0.08
H 0.1056 1.0310 2.0392 -0.1 -0.2 -0.1 0.12
H -0.5360 -0.0020 4.1507 -0.1 0.0 -0.1 0.13
H 2.5043 1.0492 2.0055 0.0 0.0 -0.1 0.12
H -0.1715 -1.7395 2.3955 0.1 0.1 0.2 0.14
```
Forces are in eV/Å.

=====

[2]
# C4H7NO2

C4H7NO2 in the gas phase (wB97M-V/def2-TZVPD, the Open Molecules 2025 dataset).

Values from the calculation:
SMILES = C[C@H]1CNC(=O)O1
relative energy (zero: lowest compared OMol25 entry of this formula, charge and spin) = 1.0 kcal/mol
orbital gap = 10.7 eV
largest force on an atom = 0.45 eV/A
E_HOMO = -0.36530 Eh
LUMO = 0.0281 Eh

Structure (XYZ):
```
14
Properties=species:S:1:pos:R:3:forces:R:3:lowdin_charge:R:1
O -1.2226 -0.0915 -0.6959 -0.1 -0.1 0.1 0.05
O -2.6651 -1.3770 0.4842 0.4 0.2 -0.1 0.10
N -0.4106 -1.2797 0.9843 -0.2 -0.1 0.0 0.09
C 0.7785 -0.6675 0.4532 0.1 0.0 -0.1 -0.12
C -1.5489 -0.9714 0.2906 -0.2 -0.2 0.1 -0.56
C 0.1870 0.1674 -0.7139 0.3 0.1 0.0 -0.33
C 0.4283 1.6581 -0.5762 0.0 0.0 0.0 -0.04
H 1.5035 -1.4103 0.0984 -0.1 0.1 0.0 0.12
H 1.5005 1.8770 -0.6352 -0.2 0.0 0.0 0.09
H -0.0829 2.2012 -1.3756 0.1 -0.1 0.1 0.08
H 0.0483 2.0176 0.3862 0.1 -0.1 -0.1 0.09
H -0.4291 -1.9942 1.6917 0.0 0.1 -0.1 0.15
H 0.5662 -0.1896 -1.6777 -0.1 0.0 0.1 0.15
H 1.2697 -0.0222 1.1895 0.0 0.0 -0.1 0.12
```
Forces are in eV/Å.

=====

[3]
# C38H58AuGeN2O2SSi3

A molecular structure, C38H58AuGeN2O2SSi3 (wB97M-V/def2-TZVPD, the Open Molecules 2025 dataset).

Values from the calculation:
relative energy (zero: lowest compared OMol25 entry of this formula, charge and spin) = 19.5 kcal/mol
orbital gap (alpha / beta) = 7.7 / 6.4 eV
largest force on an atom = 1.42 eV/A
net charge = +2
E_HOMO (alpha / beta) = -0.48163 / -0.49227 Eh
LUMO (alpha / beta) = -0.1988 / -0.2566 Eh
2S+1 = 2

Structure (XYZ):
```
106
Properties=species:S:1:pos:R:3:forces:R:3:lowdin_spin:R:1
Au -0.4682 -1.5123 0.5229 -0.1 0.0 -0.2 0.01
Ge -0.7605 -0.2682 -1.5816 -0.2 0.9 -0.6 0.00
S 0.6958 1.9385 0.2909 -0.1 0.0 0.2 0.00
Si -2.3486 -2.6156 -0.8583 0.9 0.0 1.1 0.00
Si -2.7412 1.0205 -2.3331 -0.1 -0.3 0.1 0.00
Si 0.8305 -0.9003 -3.3373 0.0 -0.3 0.0 0.00
O 2.1884 -0.6663 -0.0118 0.0 0.0 0.0 0.00
O -0.3518 1.4786 -0.7678 0.4 0.0 0.0 0.00
N 0.0588 -2.0965 2.5622 0.0 -0.3 0.1 0.40
N 4.3326 -1.3754 0.3348 0.0 0.0 0.0 0.00
C 2.1590 5.9683 -2.1428 0.0 0.0 0.0 0.00
C -0.5984 -3.1087 4.6818 0.0 0.0 0.0 0.11
C 1.2221 -2.7183 -3.0188 0.0 0.0 0.0 0.00
C 1.1905 -0.0570 3.1843 -0.1 0.0 0.0 0.05
C -3.7051 0.3388 -3.7929 0.0 0.1 0.0 0.00
C 1.9203 3.6377 -1.5702 0.1 0.0 0.0 0.00
C -3.4830 -2.4086 0.6057 -0.5 -0.3 -0.2 0.00
C -1.2689 -4.1059 5.3537 0.0 0.0 0.0 -0.01
C 3.1370 -1.4265 -0.2413 0.0 0.0 -0.1 0.00
C 4.6386 -0.3933 1.3592 0.0 0.0 0.0 0.00
C -1.9443 -5.1008 4.6525 0.0 0.0 0.0 0.15
C -3.8130 1.0475 -0.7961 -0.1 0.0 0.0 0.00
C 2.0840 -2.1687 3.9337 0.0 0.0 -0.1 0.05
C 2.1782 0.6085 3.8871 0.0 0.0 0.0 0.00
C -1.2050 3.3961 1.6197 0.0 0.0 0.0 0.00
C 0.0324 3.5393 0.7840 0.0 0.0 0.0 0.00
C 3.1269 -0.1074 4.6081 0.0 0.0 0.0 0.05
C -3.1320 -2.5098 -2.5241 0.1 0.0 0.0 0.00
C -0.5880 -3.0791 3.2610 -0.1 0.1 0.1 0.05
C -1.3244 -4.0692 2.5773 0.0 0.0 0.0 0.10
C 5.3719 -2.3411 0.0131 0.0 0.0 0.0 0.00
C 1.1127 -1.4465 3.2293 0.1 0.1 -0.1 0.03
C -2.4426 3.7252 1.0816 0.0 0.0 0.0 0.00
C -3.5075 3.1744 3.1648 0.0 0.0 0.0 0.00
C -1.9707 -5.0720 3.2578 0.0 0.0 0.0 0.00
C -2.2723 2.8456 3.7088 0.0 0.0 0.0 0.00
C 2.4384 0.0411 -3.5415 -0.1 0.0 0.1 0.00
C -1.2576 -4.1407 -0.8462 -0.4 -0.4 -0.3 0.00
C 2.1544 2.5150 -0.6060 0.0 0.1 0.0 0.00
C -1.1251 2.9619 2.9408 0.0 0.0 0.0 0.00
C -2.1709 2.7277 -2.8493 0.0 0.0 0.1 0.00
C 1.0721 4.4644 -3.6689 0.0 0.0 0.0 0.00
C 1.5168 5.7397 -3.3517 0.0 0.0 0.0 0.00
C 3.0852 -1.4967 4.6135 0.0 0.0 0.0 -0.01
C 1.2714 3.4174 -2.7814 0.0 0.1 0.0 0.00
C -0.1728 -0.7587 -4.9129 0.0 0.1 0.0 0.00
C 2.3597 4.9213 -1.2567 0.0 0.0 0.0 0.00
C -3.5902 3.6205 1.8548 0.0 0.0 0.0 0.00
H -4.4014 3.1001 3.7692 0.0 0.0 0.0 0.00
H -1.9100 2.7449 -3.9095 0.0 0.0 0.0 0.00
H -0.9272 -1.5453 -4.9826 0.0 0.0 0.0 0.00
H 0.8540 4.0103 1.3325 0.0 0.0 0.0 0.00
H 1.3685 6.5536 -4.0482 0.0 0.0 0.0 0.00
H -1.2817 -4.1043 6.4350 0.0 0.0 0.0 0.00
H -4.5491 3.8963 1.4363 0.0 0.0 0.0 0.00
H -4.5457 -0.2877 -3.4972 0.0 0.0 0.0 0.00
H -1.3375 -4.0401 1.5030 0.0 0.0 0.0 0.00
H 2.5522 1.6046 -1.0439 0.0 -0.1 -0.1 0.00
H -2.4633 -5.8840 5.1878 0.0 0.0 0.0 0.01
H 2.8915 0.3649 -2.6091 0.1 0.0 0.1 0.00
H -0.1218 -2.3151 5.2375 0.0 0.0 0.0 0.00
H -3.0312 3.3927 -2.7213 0.0 0.0 0.0 0.00
H -1.3394 3.1313 -2.2806 0.0 0.0 0.0 0.00
H -2.5032 -2.1008 -3.3149 0.0 0.0 0.0 0.00
H -3.3096 -3.5639 -2.7690 -0.1 0.0 -0.1 0.00
H 2.2162 -2.9564 -3.4056 0.0 0.0 0.0 0.00
H 4.6217 -0.8540 2.3472 0.0 0.0 0.0 0.00
H 5.0251 -3.0118 -0.7700 0.0 0.0 0.0 0.00
H -4.1206 1.1920 -4.3354 0.0 0.0 0.0 0.00
H -3.6983 -3.4021 1.0089 -0.1 0.0 0.0 0.00
H -2.5060 4.0827 0.0607 0.0 0.0 0.0 0.00
H -0.9302 -4.3822 -1.8580 0.0 0.1 0.0 0.00
H 2.8774 5.1020 -0.3211 0.0 0.0 0.0 0.00
H 0.9102 2.4293 -3.0243 0.0 -0.1 0.0 0.00
H 3.1388 -0.6515 -4.0169 0.0 0.0 0.0 0.00
H 5.6301 0.0208 1.1787 0.0 0.0 0.0 0.00
H 0.4266 0.4828 2.6423 0.0 0.0 0.0 0.00
H -0.3806 -4.1038 -0.2076 0.1 0.0 0.0 0.00
H 2.8354 2.8086 0.1993 0.0 0.0 0.0 0.00
H -4.0834 -1.9842 -2.5145 0.1 0.0 0.0 0.00
H -4.4021 0.1286 -0.7188 0.1 0.1 0.0 0.00
H 0.4759 -0.8534 -5.7869 0.0 0.0 0.0 0.00
H 2.2093 1.6910 3.8852 0.0 0.0 0.0 0.00
H 2.5099 6.9603 -1.8933 0.0 0.0 0.0 0.00
H 3.8320 -2.0602 5.1567 0.0 0.0 0.0 0.00
H -2.2020 2.5205 4.7381 0.0 0.0 0.0 0.00
H -3.0505 -1.8103 1.4020 0.0 0.0 0.1 0.00
H -4.4364 -1.9655 0.3131 0.0 0.0 0.0 0.00
H -2.5010 -5.8424 2.7134 0.0 0.0 0.0 0.00
H 3.8983 0.4137 5.1586 0.0 0.0 0.0 0.00
H -0.6823 0.2051 -4.9878 0.0 0.0 0.0 0.00
H -0.1593 2.7405 3.3830 0.0 0.0 0.0 0.00
H 2.3390 0.9013 -4.1996 0.0 0.1 0.0 0.00
H 2.0576 -3.2508 3.9275 0.0 0.0 0.0 0.00
H 5.6273 -2.9306 0.8944 0.0 0.0 0.0 0.00
H 3.8948 0.3976 1.3299 0.0 0.0 0.0 0.00
H -4.5194 1.8801 -0.8432 0.0 0.0 0.0 0.00
H -1.8847 -4.9778 -0.5128 0.1 0.0 0.0 0.00
H 1.1948 -2.9865 -1.9628 0.0 0.0 0.0 0.00
H -0.1405 4.1072 -0.1303 0.0 0.0 0.0 0.00
H 0.5727 4.2850 -4.6122 0.0 0.0 0.0 0.00
H 0.5178 -3.3640 -3.5481 0.0 0.0 0.0 0.00
H 6.2671 -1.8262 -0.3349 0.0 0.0 0.0 0.00
H -3.2310 1.1655 0.1190 0.0 0.0 0.0 0.00
H -3.0902 -0.2166 -4.5023 0.0 0.0 0.0 0.00
H 3.0599 -2.2262 -0.9897 0.0 0.0 0.0 0.00
```
Forces are in eV/Å.

=====

[4]
# C31H81O15V

A molecular structure, C31H81O15V (wB97M-V/def2-TZVPD, the Open Molecules 2025 dataset).

Values from the calculation:
orbital gap = 9.0 eV
largest force on an atom = 3.43 eV/A
E_HOMO = -0.33904 Eh
LUMO = -0.0090 Eh

Structure (XYZ):
```
128
Properties=species:S:1:pos:R:3:forces:R:3:lowdin_charge:R:1
V 0.5543 -3.1686 0.8673 -1.5 -1.4 -1.0 0.97
O -0.7029 -3.6588 -0.0167 2.3 0.1 1.9 -0.30
O 2.4212 0.8939 1.7243 0.5 -0.6 0.9 -0.08
O -0.4754 0.2929 -1.5840 3.3 0.8 0.1 0.01
O 0.1158 -1.0682 0.0457 0.7 0.6 0.8 -0.01
O -0.6556 0.2334 3.2008 0.1 0.6 -0.1 -0.08
O -0.7720 -2.4480 2.5889 1.2 0.1 -0.6 -0.11
O -3.0315 2.3485 -0.0131 0.4 0.3 0.1 -0.09
O -0.6801 3.7353 -0.2667 0.0 -0.5 0.2 -0.11
O -0.1992 1.5801 -4.1242 0.0 -0.9 -0.1 -0.05
O -0.0324 1.1294 0.4533 -0.3 -0.1 -0.6 0.08
O 1.8811 -3.1236 -0.9760 -0.6 -0.1 1.4 -0.11
O -2.7230 0.0967 -1.5543 -3.4 -0.1 0.1 -0.10
O 2.1859 -1.8866 1.9676 -0.5 0.2 -0.1 -0.14
O 1.1497 -1.4697 -3.4266 0.9 0.1 0.3 -0.07
O 1.1322 -4.5219 1.5225 -0.4 1.8 -0.7 -0.31
C 3.0405 -3.9530 -1.1020 1.0 0.1 -1.4 -0.43
C 1.1547 1.9692 -4.2382 0.1 1.7 0.1 -0.48
C 3.2416 2.9782 0.9588 0.4 0.7 0.3 -0.05
C 3.6012 0.8607 -0.3691 0.5 0.4 0.0 -0.02
C 4.2202 -3.0270 -1.4184 0.5 -0.6 0.7 -0.04
C -0.9523 5.1446 -0.4011 0.5 -0.7 0.3 -0.46
C -2.7113 -2.1974 -0.9180 -0.4 -0.3 -0.5 -0.05
C 2.8922 -2.1942 3.2023 -0.3 -0.4 -1.1 -0.43
C 1.4064 -2.6165 -5.5204 0.1 0.3 -0.1 -0.04
C -5.4279 2.5593 0.1026 -0.7 0.5 -0.2 -0.05
C 2.2707 -1.4393 4.3503 0.3 0.0 1.0 -0.03
C -2.5224 -1.4476 -3.3554 -2.1 0.0 0.0 -0.06
C 3.5235 1.4852 1.0205 -1.1 0.3 -1.0 -0.44
C 0.1706 5.8460 0.3431 0.3 0.1 -0.6 -0.05
C -3.1701 -2.1578 2.6659 0.2 1.0 0.0 -0.04
C 1.3186 2.5747 -5.6213 -0.1 -0.1 -0.6 -0.07
C -0.1153 0.0702 -0.4015 0.3 -1.4 0.0 -0.64
C -0.4823 -3.1146 -3.9044 1.7 -0.9 0.0 -0.07
C -0.9621 2.6222 3.5981 0.7 0.5 0.7 -0.03
C 4.3690 -1.9514 2.9967 0.4 0.5 0.7 -0.03
C -1.0921 0.9086 5.4771 0.3 -1.2 -0.6 -0.04
C 0.4297 -2.0473 -4.5205 -0.7 -0.2 0.4 -0.46
C -1.9498 -3.3834 4.4921 0.6 0.8 0.4 -0.03
C -4.1583 1.0831 1.7098 -0.4 0.5 -0.2 -0.04
C -2.3065 5.4780 0.1747 0.0 0.9 -0.3 -0.05
C 2.8221 -4.9206 -2.2600 -0.9 -0.1 0.1 -0.04
C -4.1455 2.3643 0.8783 0.3 -0.8 -0.4 -0.47
C -3.1701 -1.2057 -1.9908 1.1 0.6 0.9 -0.38
C -0.4420 1.3000 4.1572 -0.5 -0.2 -0.2 -0.45
C -1.9869 -3.0527 3.0091 -1.0 -0.7 -0.1 -0.44
C 1.4379 3.0858 -3.1999 0.3 0.1 -0.4 -0.04
H -1.4371 -1.3972 -3.3269 -1.2 1.3 0.0 0.02
H 3.1996 -4.5249 -0.1905 -0.3 0.4 0.3 0.14
H -2.9368 -3.6175 4.8871 0.0 -0.3 -0.1 0.08
H 2.1806 3.7934 -3.5823 0.3 -0.3 0.1 0.07
H -2.0612 -3.9946 2.4621 0.1 0.1 -0.2 0.14
H -0.3001 2.9714 2.8046 -0.2 -0.1 -0.3 0.07
H -0.8919 1.6675 6.2264 -0.3 0.0 0.2 0.08
H 1.7810 2.7069 -2.2366 -0.2 0.0 0.1 0.05
H -3.1536 -1.2663 3.3049 0.0 -0.2 0.2 0.07
H -6.2802 2.6676 0.7793 0.1 0.1 0.0 0.08
H -2.4434 6.5648 0.1759 0.1 0.0 -0.1 0.09
H -0.7419 -1.4961 2.8493 0.1 -0.2 0.0 0.07
H -2.0037 2.6576 3.2857 0.0 -0.4 -0.1 0.07
H -2.8164 -3.2410 -1.2363 0.3 0.1 -0.2 0.09
H -3.0346 1.5562 -0.5877 -0.3 -0.3 -0.1 0.07
H -5.0413 1.0884 2.3529 0.1 -0.1 0.2 0.09
H -4.2576 -1.1829 -2.0310 -0.1 0.1 -0.3 0.13
H -2.1405 0.6304 5.3436 -0.2 0.8 0.0 0.08
H 4.4114 1.3639 -0.9070 0.0 -0.2 -0.2 0.09
H -5.3788 3.4576 -0.5181 0.1 0.1 0.2 0.08
H -1.1898 -3.5599 -4.6043 -0.2 0.3 0.1 0.10
H 1.7201 -2.6067 -1.7947 -0.2 -0.1 0.1 0.09
H -3.1041 -1.7286 1.6626 0.2 -0.4 0.2 0.04
H -3.2507 1.0418 2.3104 0.0 -0.3 0.0 0.06
H 2.0622 -3.3505 -5.0515 -0.1 -0.2 -0.1 0.06
H 1.2628 -1.7957 4.5587 -0.1 0.2 -0.2 0.07
H -4.2476 0.2245 1.0428 0.2 -0.1 0.0 0.08
H 4.0160 -2.4418 -2.3146 -0.1 0.2 0.1 0.09
H -1.6132 -2.4910 5.0374 -0.2 0.1 -0.1 0.07
H 2.6909 -4.3397 -3.1752 0.3 -0.1 -0.1 0.06
H 2.8352 -1.5939 5.2778 0.1 -0.3 -0.1 0.09
H 2.2981 3.2167 0.4629 -0.1 -0.2 0.0 0.07
H 2.0495 -1.8536 -5.9631 -0.1 0.1 0.1 0.08
H 4.8909 -2.2913 3.8970 0.1 -0.1 -0.1 0.09
H 0.5503 3.7076 -3.0799 -0.2 -0.3 0.2 0.08
H 5.1456 -3.5856 -1.5967 -0.2 -0.2 -0.2 0.09
H 4.4629 -2.4094 -0.5529 -0.3 0.3 -0.1 0.06
H 4.8091 -2.4353 2.1276 -0.3 -0.2 0.0 0.08
H -5.6999 1.7659 -0.5982 0.4 -0.3 0.2 0.09
H 0.1309 5.5947 1.4028 0.0 0.1 0.0 0.08
H 0.1690 -3.9291 -3.5750 0.0 -0.1 0.1 0.08
H 2.1793 -0.9063 1.8747 0.1 -0.1 -0.2 0.06
H -2.9816 -0.7668 -4.0693 0.3 0.4 -0.1 0.10
H 4.4438 1.3141 1.5786 -0.2 -0.3 0.2 0.13
H -2.3477 5.1813 1.2237 -0.2 -0.3 -0.1 0.08
H -0.3573 1.9030 -0.0577 0.5 0.2 0.4 0.10
H 2.6833 1.0277 -0.9375 -0.1 0.0 0.1 0.07
H -1.5021 3.2171 -0.1300 -0.5 0.8 -0.1 0.04
H 3.7918 -0.2095 -0.3358 0.0 -0.1 0.1 0.06
H -0.3135 1.0756 -3.3037 0.0 0.4 -0.1 0.05
H 1.8751 1.1534 -4.1387 -0.2 -0.3 0.2 0.13
H 4.5970 -0.8833 2.9203 -0.2 0.0 -0.1 0.08
H 2.2916 -0.3528 4.2460 -0.2 0.0 -0.5 0.08
H 1.1256 5.5125 -0.0689 0.0 -0.1 0.1 0.07
H -0.8485 3.3695 4.3936 -0.1 0.0 -0.1 0.09
H -0.6888 -0.0588 5.8003 0.4 0.3 0.2 0.07
H 0.8399 -3.0632 -6.3382 0.1 -0.2 0.1 0.09
H 0.6432 1.3884 4.2774 0.0 0.1 0.2 0.13
H 0.6401 3.4166 -5.7785 -0.1 -0.1 0.2 0.08
H -0.8774 5.3640 -1.4705 -0.2 0.2 0.0 0.13
H 1.8785 -5.4546 -2.1100 0.0 0.0 0.1 0.09
H 2.7143 -3.2672 3.2950 0.0 0.0 0.3 0.13
H -1.6697 -1.9912 -0.6651 -0.5 -0.2 -0.3 0.04
H -0.9360 -2.6470 -3.0318 0.5 -1.7 -0.2 0.04
H 2.3230 2.9645 -5.7935 0.1 -0.2 0.2 0.08
H 3.2057 3.3679 1.9798 -0.2 0.0 0.0 0.08
H -1.2115 -4.1424 4.7501 -0.2 -0.3 -0.2 0.08
H -1.7490 0.1127 -1.5771 -0.6 -0.1 -0.5 -0.08
H 0.1507 6.9257 0.1808 -0.2 0.0 0.2 0.08
H -3.9671 3.2114 1.5429 -0.1 0.1 -0.1 0.13
H -2.7908 -2.4539 -3.6998 0.0 0.2 0.1 0.09
H 1.1069 1.8466 -6.4094 0.0 0.0 0.1 0.08
H -0.4126 0.6364 2.3495 -0.2 -0.4 -0.1 0.06
H 1.5936 1.1098 1.2717 0.1 0.2 -0.2 0.05
H -3.1082 5.0767 -0.4418 -0.1 -0.3 0.3 0.08
H -3.2845 -2.1827 0.0126 -0.1 0.5 -0.4 0.06
H -4.1476 -2.6257 2.7684 0.1 -0.3 0.1 0.10
H 4.0089 3.5831 0.4648 0.1 -0.4 -0.2 0.09
H 3.5904 -5.6824 -2.3778 0.3 0.3 0.0 0.09
H -0.1835 -1.2732 -4.9935 0.1 0.1 0.0 0.14
H 0.5806 -0.9284 -2.8550 -0.2 0.0 -0.2 0.06
```
Forces are in eV/Å.